[1]
# C68H57BiN2O7P2S

A structure of composition C68H57BiN2O7P2S (ωB97M-V/def2-TZVPD, OMol25).

Calculated values
- Relative energy (zero: lowest compared OMol25 entry of this formula, charge and spin): 1.993 eV
- LUMO level: 3.5974 eV
- Orbital gap: 3.681 eV
- Total charge: -2

```
138
C68H57BiN2O7P2S (ωB97M-V/def2-TZVPD)
Bi 0.07 -0.86 0.54
O 0.43 3.77 -0.56
S 0.99 2.40 -0.58
C 2.76 2.77 -0.75
C 3.28 3.81 0.00
C 4.58 4.30 -0.17
C 5.35 3.76 -1.17
C 6.75 4.06 -1.64
C 6.94 3.18 -2.90
C 5.68 2.36 -3.00
C 5.27 1.39 -3.88
C 4.02 0.81 -3.70
C 3.15 1.14 -2.67
P 1.60 0.16 -2.37
C 2.41 -1.41 -2.89
C 3.26 -1.87 -1.88
C 4.08 -2.97 -2.08
C 4.04 -3.64 -3.29
C 3.18 -3.20 -4.29
C 2.38 -2.09 -4.10
C 0.67 0.80 -3.82
C -0.12 0.02 -4.65
C -0.86 0.61 -5.67
C -0.87 1.98 -5.83
C -0.13 2.77 -4.96
C 0.64 2.19 -3.98
C 3.53 2.18 -1.78
C 4.81 2.74 -1.97
C 0.99 2.04 1.21
C 2.14 1.89 1.95
C 2.18 2.12 3.33
C 1.03 2.53 3.96
C 0.74 3.00 5.37
C -0.80 3.14 5.43
C -1.27 2.89 4.02
C -2.52 2.90 3.45
C -2.63 2.54 2.10
C -1.55 2.21 1.30
P -1.78 1.59 -0.42
C -2.95 0.21 -0.15
C -3.69 -0.14 -1.22
C -4.62 -1.23 -1.17
C -4.91 -1.83 -0.01
C -4.33 -1.34 1.28
C -2.96 -0.66 1.07
C -2.93 2.93 -0.99
C -2.32 3.97 -1.69
C -3.05 5.06 -2.12
C -4.41 5.13 -1.87
C -5.03 4.09 -1.20
C -4.30 2.99 -0.76
C -0.25 2.26 1.86
C -0.17 2.55 3.23
H 2.63 4.27 0.74
H 4.94 5.10 0.47
H 6.88 5.12 -1.86
H 7.47 3.79 -0.86
H 7.06 3.80 -3.80
H 7.83 2.54 -2.83
H 5.90 1.07 -4.70
H 3.71 0.04 -4.40
H 3.27 -1.38 -0.92
H 4.71 -3.29 -1.27
H 4.67 -4.50 -3.46
H 3.16 -3.72 -5.24
H 1.74 -1.75 -4.90
H -0.20 -1.04 -4.50
H -1.45 -0.02 -6.32
H -1.48 2.43 -6.61
H -0.16 3.85 -5.05
H 1.21 2.82 -3.31
H 3.05 1.62 1.45
H 3.12 2.03 3.86
H 1.11 2.32 6.14
H 1.23 3.97 5.54
H -1.23 2.41 6.12
H -1.10 4.13 5.78
H -3.41 3.14 4.01
H -3.62 2.51 1.66
H -3.62 0.43 -2.14
H -5.10 -1.54 -2.09
H -5.65 -2.60 0.06
H -3.96 -1.99 3.25
H -2.72 -0.08 1.97
H -1.26 3.93 -1.86
H -2.56 5.86 -2.65
H -4.99 5.98 -2.20
H -6.10 4.13 -1.01
H -4.81 2.18 -0.26
O 1.87 -6.39 -1.97
C 1.47 -5.20 -1.43
C 2.04 -4.72 -0.27
C 1.62 -3.50 0.23
N 0.68 -2.81 -0.41
C 0.15 -3.23 -1.56
C 0.51 -4.44 -2.10
C -0.74 -2.23 -2.29
O -1.39 -2.61 -3.25
O -0.64 -1.04 -1.85
C 2.43 -2.73 1.32
O 3.69 -2.95 1.06
O 2.04 -1.39 1.24
H 2.63 -6.70 -1.47
H 2.84 -5.23 0.24
H 0.09 -4.77 -3.04
N 1.64 -0.39 5.14
C 1.36 -1.11 4.00
O 0.36 -0.86 3.37
C 2.37 -2.21 3.78
C 1.97 -3.25 2.74
H 1.10 0.46 5.23
H 2.59 -0.35 5.46
H 2.58 -2.68 4.75
H 3.28 -1.74 3.40
H 0.89 -3.40 2.72
H 2.46 -4.20 2.95
C -2.40 -4.31 1.28
C -2.53 -2.93 1.95
C -1.77 -2.98 3.28
C -2.01 -1.87 0.95
C -3.99 -2.49 2.28
C -5.04 -3.54 2.37
C -6.32 -3.28 2.74
C -6.91 -2.03 2.98
C -6.45 -0.76 2.59
C -5.36 -0.42 1.85
H -1.38 -4.44 0.92
H -3.07 -4.39 0.43
H -2.62 -5.11 1.99
H -0.82 -3.51 3.15
H -2.35 -3.51 4.03
H -1.55 -1.98 3.64
H -2.15 -2.28 -0.05
H -4.78 -4.56 2.10
H -6.98 -4.13 2.90
H -7.89 -2.05 3.45
H -7.09 0.07 2.89
H -5.22 0.63 1.61
```

Atom charges from the Mulliken analysis, given in e for atoms 1 to 2:
1. Bi 2.003
2. O -1.035

[2]
# C29H70O13

A structure of composition C29H70O13 (ωB97M-V/def2-TZVPD, OMol25).

Calculated values
- Relative energy (zero: lowest compared OMol25 entry of this formula, charge and spin): 0.935 eV
- LUMO level: 0.3587 eV
- Orbital gap: 9.321 eV
- Total charge: 0

```
112
C29H70O13 (ωB97M-V/def2-TZVPD)
C -3.27 -3.56 1.89
C -2.20 -2.49 1.91
C -1.38 -2.36 3.03
C -0.40 -1.39 3.04
C -0.25 -0.54 1.94
C 0.79 0.55 2.05
O 0.34 1.50 3.06
C -0.82 2.07 2.70
O -0.86 2.98 1.93
O -1.91 1.56 3.30
C -1.06 -0.67 0.84
C -2.04 -1.66 0.82
H -3.84 -3.46 0.97
H -3.93 -3.47 2.74
H -2.81 -4.54 1.90
H -1.50 -2.99 3.89
H 0.26 -1.24 3.87
H 0.95 1.05 1.11
H 1.73 0.15 2.40
H -2.47 1.21 2.59
H -0.91 0.00 0.01
H -2.68 -1.73 -0.03
C 3.39 0.66 -1.20
C 4.27 0.52 0.02
O 3.98 -0.67 0.76
H 2.34 0.66 -0.91
H 3.61 1.58 -1.74
H 3.54 -0.19 -1.88
H 4.10 1.36 0.71
H 5.33 0.52 -0.26
H 4.15 -1.42 0.17
C -0.74 2.99 -1.23
C 0.25 2.70 -2.35
O -0.01 1.44 -2.96
H -0.69 2.21 -0.48
H -0.52 3.94 -0.75
H -1.76 3.02 -1.61
H 1.26 2.66 -1.94
H 0.22 3.49 -3.11
H -0.89 1.47 -3.33
C 4.26 -0.49 4.24
C 5.02 0.71 3.72
O 6.02 0.31 2.78
H 4.94 -1.20 4.71
H 3.51 -0.20 4.98
H 3.76 -1.01 3.42
H 5.54 1.22 4.53
H 4.34 1.42 3.25
H 5.56 -0.14 2.06
C 1.84 -3.24 0.45
C 2.09 -2.37 -0.77
O 3.42 -1.82 -0.76
H 1.98 -2.67 1.37
H 0.82 -3.63 0.44
H 2.54 -4.08 0.48
H 1.40 -1.52 -0.78
H 1.95 -2.94 -1.69
H 4.04 -2.56 -0.76
C -0.19 1.71 6.83
C 0.75 0.57 7.16
O 1.20 -0.10 5.99
H -1.05 1.33 6.27
H -0.55 2.20 7.73
H 0.30 2.45 6.20
H 0.25 -0.18 7.77
H 1.62 0.94 7.73
H 1.65 0.55 5.43
C -2.05 -4.22 -3.64
C -3.24 -3.78 -2.81
O -2.85 -2.57 -2.16
H -1.18 -4.28 -2.99
H -2.21 -5.18 -4.12
H -1.84 -3.48 -4.42
H -3.45 -4.50 -2.01
H -4.15 -3.66 -3.40
H -2.64 -1.92 -2.84
C -0.61 -2.14 -8.72
C -1.42 -2.55 -7.51
O -0.62 -2.57 -6.33
H 0.23 -2.82 -8.87
H -1.23 -2.14 -9.62
H -0.20 -1.13 -8.59
H -1.81 -3.56 -7.63
H -2.26 -1.87 -7.36
H -0.25 -1.68 -6.20
C 2.75 -0.37 -3.91
C 2.09 -0.70 -5.24
O 1.12 0.29 -5.59
H 1.99 -0.28 -3.14
H 3.47 -1.14 -3.62
H 3.28 0.59 -3.97
H 1.55 -1.64 -5.16
H 2.82 -0.79 -6.05
H 1.57 1.13 -5.68
C -0.26 6.67 2.65
C -1.49 6.78 1.77
O -1.37 5.99 0.59
H 0.62 6.99 2.09
H -0.36 7.30 3.54
H -0.10 5.64 2.96
H -1.64 7.81 1.44
H -2.38 6.47 2.32
H -1.25 5.08 0.87
C -6.37 0.01 0.46
C -5.38 0.79 1.31
O -4.24 1.19 0.56
H -5.88 -0.87 0.03
H -7.23 -0.31 1.04
H -6.72 0.62 -0.38
H -5.01 0.17 2.13
H -5.86 1.68 1.74
H -4.53 1.75 -0.16
```

Atom charges from the Mulliken analysis, given in e for atoms 1 to 2:
1. C -1.884
2. C 0.986

[3]
# C17H33B3N2O4

A cluster of 2 separate species, C17H33B3N2O4 in total (ωB97M-V/def2-TZVPD, OMol25).

Calculated values
- SMILES: CCCB1OB(N)OB(CCCCCCCCOC)O1.c1ccncc1
- LUMO level: 0.5801 eV
- Orbital gap: 10.217 eV
- Total charge: 0

```
59
C17H33B3N2O4 (ωB97M-V/def2-TZVPD)
C -2.14 -1.05 3.08
C -3.10 -2.22 2.88
C -2.65 -3.23 1.82
B -2.40 -2.70 0.37
O -2.19 -3.58 -0.67
B -1.33 -3.20 -1.69
N -0.69 -4.16 -2.50
O -1.11 -1.84 -1.91
B -1.38 -0.95 -0.88
C -0.64 0.42 -0.79
C -1.23 1.47 -1.75
C -0.32 2.70 -1.98
C 0.49 2.64 -3.28
C 1.63 1.62 -3.27
C 2.24 1.41 -4.67
C 3.77 1.33 -4.69
C 4.37 0.39 -3.64
O 3.57 -0.75 -3.35
C 3.50 -1.68 -4.40
O -2.32 -1.35 0.07
H -2.43 -0.17 2.51
H -2.05 -0.76 4.13
H -1.13 -1.32 2.74
H -4.10 -1.86 2.64
H -3.21 -2.75 3.83
H -3.39 -4.04 1.72
H -1.74 -3.74 2.15
H -0.64 -5.10 -2.15
H 0.14 -3.89 -2.99
H 0.42 0.26 -1.03
H -0.69 0.80 0.23
H -1.46 1.02 -2.72
H -2.19 1.80 -1.34
H -0.93 3.60 -2.01
H 0.35 2.81 -1.12
H 0.91 3.63 -3.47
H -0.18 2.41 -4.11
H 2.40 1.94 -2.57
H 1.26 0.66 -2.89
H 1.82 0.53 -5.14
H 1.95 2.25 -5.30
H 4.18 2.33 -4.51
H 4.11 1.03 -5.68
H 4.51 0.90 -2.69
H 5.36 0.05 -3.97
H 2.55 -1.59 -4.95
H 4.32 -1.56 -5.11
H 3.56 -2.69 -3.98
N -1.39 1.00 5.76
C -2.32 1.67 6.44
C -2.09 2.25 7.68
C -0.83 2.13 8.24
C 0.14 1.44 7.54
C -0.19 0.90 6.31
H -3.30 1.75 5.97
H -2.88 2.79 8.19
H -0.61 2.57 9.21
H 1.14 1.31 7.94
H 0.55 0.35 5.73
```

Atom charges from the Mulliken analysis, given in e for atoms 1 to 2:
1. C -0.628
2. C -0.509